# CH4N2O2S

An isolated molecule of CH4N2O2S at a distorted geometry (wB97M-V/def2-TZVPD, the Open Molecules 2025 dataset).

```
10
Properties=species:S:1:pos:R:3:forces:R:3
N 0.9068 1.0695 -0.4439 0.1 -0.5 4.0
H -1.0903 -0.0331 -0.4196 0.1 -1.8 -0.8
H 1.3958 1.5711 0.4003 -1.0 -0.8 -2.0
O -0.4794 1.5344 -0.3955 0.9 4.9 -4.2
N -0.4127 -0.8405 -0.4470 -1.0 0.2 0.6
C 0.6852 -0.2721 0.1576 2.2 -2.5 0.6
O 1.4197 -0.8480 0.9839 -1.4 2.2 -2.2
H -0.9705 -1.9946 1.3586 -0.2 -0.8 -0.2
S -0.9759 -2.4312 0.0675 0.6 2.0 0.5
H -0.4786 2.2446 -1.2619 -0.3 -3.0 3.7
```
Positions in Å, forces in eV/Å.

Values from the calculation:
Largest force on an atom, hartree/bohr: 0.1270
Gap between HOMO and LUMO, eV: 9.78
Highest occupied orbital energy, eV: -9.57
Total energy, eV: -19009.3681
Energy above the lowest of the compared OMol25 structures with the same formula, charge and spin, kJ/mol: 246.6
2S+1: 1



# CH4N2O2S

A cluster of 2 separate species, CH4N2O2S in total at a distorted geometry (wB97M-V/def2-TZVPD, the Open Molecules 2025 dataset).

```
10
Properties=species:S:1:pos:R:3:forces:R:3
H 1.6465 1.5637 1.0291 -0.6 -1.9 -1.3
O -1.8996 0.0280 -0.5044 -0.8 1.5 0.4
S -2.0590 1.3867 -0.0164 -0.1 -1.1 0.8
H 0.5689 -1.6134 0.3365 -0.2 -1.3 1.5
N 1.4469 0.0699 -0.2337 1.3 2.5 0.3
H -0.3273 -0.8991 -0.9044 1.7 -0.2 -0.2
C 0.7316 -1.1090 -0.5624 -1.1 -0.1 -1.1
N 1.0618 0.6748 0.7717 -0.1 0.7 0.6
O -2.5352 1.5740 1.3336 0.3 -0.1 -1.1
H 1.3654 -1.6757 -1.2496 -0.5 0.0 0.0
```
Positions in Å, forces in eV/Å.

Values from the calculation:
Largest force on an atom, hartree/bohr: 0.0555
Gap between HOMO and LUMO, eV: 7.73
Highest occupied orbital energy, eV: -9.00
Total energy, eV: -19009.8090
Energy above the lowest of the compared OMol25 structures with the same formula, charge and spin, kJ/mol: 204.1
2S+1: 1



# CH4N2O2S

An isolated molecule of CH4N2O2S at a distorted geometry (wB97M-V/def2-TZVPD, the Open Molecules 2025 dataset).

```
10
Properties=species:S:1:pos:R:3:forces:R:3
S -2.6071 0.1883 0.4448 -0.5 0.1 0.2
N 0.3387 1.4319 0.1210 -0.5 0.1 -0.8
N -1.0636 -0.4958 0.5533 -1.3 -0.3 -0.1
O -0.3563 2.4874 -0.1912 1.0 -1.8 0.7
H -0.6845 -0.4002 1.4490 -0.4 -0.3 2.4
H 0.7883 -0.5522 -0.1096 2.1 -1.0 0.4
H 1.1016 1.4613 0.7991 -0.2 0.8 -0.1
H -0.3646 -0.1039 -1.3021 0.6 0.9 1.0
C -0.0397 0.0525 -0.2260 -1.2 1.6 -3.8
O -3.1768 -0.1357 -0.8782 0.4 -0.1 0.2
```
Positions in Å, forces in eV/Å.

Values from the calculation:
Largest force on an atom, hartree/bohr: 0.0830
Gap between HOMO and LUMO (alpha / beta), eV: 8.36 / 8.54
Highest occupied orbital energy (alpha / beta), eV: -8.47 / -9.25
Total energy, eV: -19008.2132
Energy above the lowest of the compared OMol25 structures with the same formula, charge and spin, kJ/mol: 358.0
2S+1: 1



# CH4N2O3

A structure of composition CH4N2O3 at a distorted geometry (wB97M-V/def2-TZVPD, the Open Molecules 2025 dataset).

```
10
Properties=species:S:1:pos:R:3:forces:R:3
H -0.2171 -1.5363 -1.6521 -1.6 -0.2 -0.7
H -1.2282 0.9942 1.4839 1.3 0.8 -0.7
N -0.5779 1.0834 0.6560 1.9 -1.6 1.7
O 0.9001 1.2868 1.2564 -1.3 -0.3 -7.0
O 1.2425 -0.4648 -0.8968 -0.4 -2.5 1.5
C -0.9615 -0.2025 0.0498 2.5 0.4 -2.4
O -2.1077 -0.4164 0.1157 -3.3 -1.2 0.5
H 1.3374 1.3675 0.0547 -1.6 -0.5 5.7
H 1.7646 -1.0838 -0.2612 -1.3 1.7 -1.5
N -0.1521 -1.0282 -0.8064 3.8 3.2 3.0
```
Positions in Å, forces in eV/Å.

Values from the calculation:
Largest force on an atom, hartree/bohr: 0.1387
Gap between HOMO and LUMO, eV: 10.36
Highest occupied orbital energy, eV: -10.06
Total energy, eV: -10218.7028
Energy above the lowest of the compared OMol25 structures with the same formula, charge and spin, kJ/mol: 359.3
2S+1: 1



# CH4N2O3

An isolated molecule of CH4N2O3 at a distorted geometry (wB97M-V/def2-TZVPD, the Open Molecules 2025 dataset).

```
10
Properties=species:S:1:pos:R:3:forces:R:3
H -1.7726 1.1688 0.5577 0.6 -0.1 -0.3
H -0.1592 -0.6752 -1.8909 0.1 -0.9 0.2
O 2.7897 0.0724 1.3379 -0.9 -0.1 -0.4
O 0.9576 0.2787 0.2389 -0.8 0.0 0.1
N 1.7237 -0.4002 1.2083 -0.1 -0.1 0.0
N -1.3254 0.7378 -0.2473 1.4 0.7 -2.3
O -0.2074 -1.2621 -1.1040 -0.7 2.8 0.4
H -0.7931 1.3846 -0.8973 -1.5 -0.2 1.3
C -0.4218 -0.2975 -0.0307 0.8 -3.8 2.2
H -0.7914 -1.0073 0.8274 1.1 1.7 -1.2
```
Positions in Å, forces in eV/Å.

Values from the calculation:
Largest force on an atom, hartree/bohr: 0.0865
Gap between HOMO and LUMO, eV: 10.66
Highest occupied orbital energy, eV: -10.21
Total energy, eV: -10221.2930
Energy above the lowest of the compared OMol25 structures with the same formula, charge and spin, kJ/mol: 109.4
2S+1: 1



# CH4N2O3P

A structure of composition CH4N2O3P at a distorted geometry (wB97M-V/def2-TZVPD, the Open Molecules 2025 dataset).

```
11
Properties=species:S:1:pos:R:3:forces:R:3
H 0.3346 1.0238 -0.8781 -0.7 0.0 0.0
H -0.5206 2.5002 -0.3692 -0.5 -0.7 -1.3
C -0.6921 1.4288 -0.7052 -0.5 1.7 -1.4
H -1.3886 1.1587 -1.5771 1.6 1.5 0.2
N 3.0360 -1.3489 0.4654 0.6 1.5 -1.0
N 2.7125 -2.2092 1.0285 -0.5 -1.5 1.0
H 0.7286 -0.0283 0.6039 -1.9 -1.3 1.2
P -0.7318 -0.7112 0.4682 1.5 2.3 -1.1
O -0.3907 -1.4392 -0.7883 -0.5 0.1 -0.2
O -1.6910 -1.2311 1.4302 -0.1 -1.4 2.0
O -1.3969 0.8565 0.3217 1.0 -2.2 0.7
```
Positions in Å, forces in eV/Å.

Values from the calculation:
Largest force on an atom, hartree/bohr: 0.0577
Gap between HOMO and LUMO, eV: 9.25
Charge: -1
Highest occupied orbital energy, eV: -4.88
Total energy, eV: -19516.3949
Energy above the lowest of the compared OMol25 structures with the same formula, charge and spin, kJ/mol: 144.4
2S+1: 1



# CH4N2O3P

A cluster of 2 separate species, CH4N2O3P in total at a distorted geometry (wB97M-V/def2-TZVPD, the Open Molecules 2025 dataset).

```
11
Properties=species:S:1:pos:R:3:forces:R:3
H -1.6106 1.9894 1.4284 0.2 -0.1 -0.2
H -0.4798 2.4105 0.3554 0.2 -0.2 0.0
O 1.2962 0.0669 -1.8516 0.1 -0.4 2.2
P 1.1741 -0.3911 -0.3989 0.5 0.3 -1.5
H -2.5488 -1.0256 0.0156 -0.7 1.0 0.4
H 2.4164 -1.8796 -0.0608 2.8 -0.5 0.8
N -1.4772 2.2062 0.4300 -0.5 0.5 0.3
C -0.5851 -0.4758 -0.1817 -0.9 0.8 1.0
O 1.5193 -1.9999 -0.2345 -2.1 0.2 -0.9
O 1.8995 0.2370 0.7724 -0.9 -0.1 -1.2
N -1.6040 -1.1379 -0.2743 1.3 -1.6 -0.8
```
Positions in Å, forces in eV/Å.

Values from the calculation:
Largest force on an atom, hartree/bohr: 0.0578
Gap between HOMO and LUMO (alpha / beta), eV: 6.83 / 7.80
Charge: -1
Highest occupied orbital energy (alpha / beta), eV: -2.60 / -5.20
Total energy, eV: -19513.0540
Expectation value of S²: 2.0068
Energy above the lowest of the compared OMol25 structures with the same formula, charge and spin, kJ/mol: 45.5
2S+1: 3



# CH4N2O4

A cluster of 2 separate species, CH4N2O4 in total at a distorted geometry (wB97M-V/def2-TZVPD, the Open Molecules 2025 dataset).

```
11
Properties=species:S:1:pos:R:3:forces:R:3
N 1.1276 0.5772 -0.3044 0.8 1.3 -0.4
H -1.9147 -0.2015 0.6342 -0.2 -0.3 -1.5
O 1.1447 -1.3970 0.9632 -0.1 0.9 0.1
N -2.1134 0.1174 -0.3483 -0.9 -3.3 -0.1
O 2.0097 1.0303 1.0013 -1.7 -1.0 -0.9
O 0.2470 -1.3875 -1.1051 0.3 1.1 1.4
H -1.6060 0.9593 -0.3327 1.4 1.3 -0.8
C 0.7565 -0.7761 -0.0779 -0.4 -2.1 -2.1
O 0.2701 1.5196 -0.6897 0.5 -0.4 0.4
H 1.6960 0.1450 1.3211 1.1 0.3 1.3
H -1.6175 -0.5866 -1.0617 -0.7 2.1 2.5
```
Positions in Å, forces in eV/Å.

Values from the calculation:
Largest force on an atom, hartree/bohr: 0.0662
Gap between HOMO and LUMO, eV: 5.44
Charge: -2
Highest occupied orbital energy, eV: 2.01
Total energy, eV: -12267.1386
Energy above the lowest of the compared OMol25 structures with the same formula, charge and spin, kJ/mol: 76.5
2S+1: 1



# CH4N2O5

A cluster of 2 separate species, CH4N2O5 in total at a distorted geometry (wB97M-V/def2-TZVPD, the Open Molecules 2025 dataset).

```
12
Properties=species:S:1:pos:R:3:forces:R:3
O 0.8772 2.2074 -0.4199 -0.3 -0.6 -0.4
H -0.6355 -0.0318 -1.3438 -0.6 -1.0 0.5
N -0.1914 1.4289 -0.0895 -0.6 0.1 -0.2
O -1.0484 -0.9040 -1.0650 1.3 -0.3 0.3
H 1.1276 2.6897 0.3644 0.3 0.4 0.8
H -0.6953 -3.3530 -0.5109 -1.3 0.0 0.1
O -0.6365 1.8640 1.1491 4.3 -0.7 0.6
N -0.0145 -1.4907 -0.2982 -1.0 -1.5 -0.2
O 0.1520 -2.9385 -0.4267 1.3 1.3 -0.6
C 0.7705 -0.8458 0.4719 -2.1 2.5 -1.8
O 1.8074 -0.7320 0.9748 2.2 -0.8 1.7
H -1.5131 2.1059 1.1939 -3.4 0.6 -0.8
```
Positions in Å, forces in eV/Å.

Values from the calculation:
Largest force on an atom, hartree/bohr: 0.0852
Gap between HOMO and LUMO (alpha / beta), eV: 7.47 / 9.57
Highest occupied orbital energy (alpha / beta), eV: -7.30 / -9.01
Total energy, eV: -14309.9850
Energy above the lowest of the compared OMol25 structures with the same formula, charge and spin, kJ/mol: 265.5
2S+1: 1



# CH4N2OS

An isolated molecule of CH4N2OS at a distorted geometry (wB97M-V/def2-TZVPD, the Open Molecules 2025 dataset).

```
9
Properties=species:S:1:pos:R:3:forces:R:3
N -1.7823 -0.1917 0.1294 -2.9 4.0 1.5
O 3.1986 0.5734 -0.1497 1.3 0.5 0.1
H -0.1942 -1.3140 0.5967 -1.2 -1.1 0.8
H 0.5046 1.1524 -0.2744 -0.3 3.5 -0.5
N -0.5904 -0.7379 -0.1106 5.8 1.2 -1.8
C 0.6929 0.1650 -0.2762 -0.9 -6.1 1.3
S 2.2246 -0.5033 -0.0299 -3.1 1.0 -0.8
H -2.2746 0.1969 -0.7195 1.1 -1.0 1.0
H -1.7793 0.6593 0.8341 0.1 -2.1 -1.5
```
Positions in Å, forces in eV/Å.

Values from the calculation:
Largest force on an atom, hartree/bohr: 0.1224
Gap between HOMO and LUMO, eV: 8.38
Highest occupied orbital energy, eV: -8.69
Total energy, eV: -16961.0393
Energy above the lowest of the compared OMol25 structures with the same formula, charge and spin, kJ/mol: 400.4
2S+1: 1



# CH4N2OS

An isolated molecule of CH4N2OS at a distorted geometry (wB97M-V/def2-TZVPD, the Open Molecules 2025 dataset).

```
9
Properties=species:S:1:pos:R:3:forces:R:3
H 0.4649 -1.5070 -0.5841 2.3 -0.3 1.0
H -1.1354 1.4554 -0.3527 0.4 -1.0 -0.2
H 0.8878 1.7403 0.1240 0.6 0.4 0.6
S -1.6949 -0.7209 -0.0310 -0.1 -0.5 -0.7
H -1.6062 -0.6166 1.2742 -0.1 -0.2 1.0
N -0.6565 0.5404 -0.4225 0.1 1.5 0.1
C 0.6749 0.6937 0.0626 -0.6 -0.6 -1.2
N 1.6367 -0.1316 0.1309 0.2 0.3 0.3
O 1.4287 -1.4537 -0.2015 -2.8 0.3 -1.0
```
Positions in Å, forces in eV/Å.

Values from the calculation:
Largest force on an atom, hartree/bohr: 0.0586
Gap between HOMO and LUMO, eV: 9.73
Highest occupied orbital energy, eV: -9.29
Total energy, eV: -16962.0569
Energy above the lowest of the compared OMol25 structures with the same formula, charge and spin, kJ/mol: 302.2
2S+1: 1



# CH4N2OS

A cluster of 2 separate species, CH4N2OS in total at a distorted geometry (wB97M-V/def2-TZVPD, the Open Molecules 2025 dataset).

```
9
Properties=species:S:1:pos:R:3:forces:R:3
H 0.3734 -0.7677 2.0865 0.3 0.0 0.6
N 0.3909 -0.9372 1.0927 0.2 -0.9 0.7
C -0.1890 0.7928 -2.3500 -1.5 1.2 -1.9
N -1.2336 0.1800 -2.3004 1.7 -3.4 3.2
H -2.0563 0.3312 -2.7282 -3.4 1.3 -2.2
S 1.2362 1.3843 -2.2061 3.1 0.9 0.7
H -0.4424 -1.5173 1.0042 -0.1 0.4 -0.8
H 1.0368 0.7093 0.5183 -0.6 -0.2 -0.3
O 0.1327 0.3403 0.5422 0.3 0.6 -0.1
```
Positions in Å, forces in eV/Å.

Values from the calculation:
Largest force on an atom, hartree/bohr: 0.0972
Gap between HOMO and LUMO (alpha / beta), eV: 6.32 / 6.26
Highest occupied orbital energy (alpha / beta), eV: -5.44 / -9.46
Total energy, eV: -16958.0930
Expectation value of S²: 2.0149
Energy above the lowest of the compared OMol25 structures with the same formula, charge and spin, kJ/mol: 294.3
2S+1: 3